{
  "formula": "C84H210N14",
  "method": "wB97M-V/def2-TZVPD",
  "e_lumo_ev": 0.620,
  "charge": 0,
  "mol_weight_g_mol": 1416.7,
  "de_lowest_ev": 0.000,
  "fmax_ev_per_a": 1.832,
  "orbital_gap_ha": 0.3186,
  "symbols": ["C", "C", "N", "C", "C", "C", "C", "H", "H", "H", "H", "H", "H", "H", "H", "H", "H", "H", "H", "H", "H", "H", "C", "C", "N", "C", "C", "C", "C", "H", "H", "H", "H", "H", "H", "H", "H", "H", "H", "H", "H", "H", "H", "H", "C", "C", "N", "C", "C", "C", "C", "H", "H", "H", "H", "H", "H", "H", "H", "H", "H", "H", "H", "H", "H", "H", "C", "C", "N", "C", "C", "C", "C", "H", "H", "H", "H", "H", "H", "H", "H", "H", "H", "H", "H", "H", "H", "H", "C", "C", "N", "C", "C", "C", "C", "H", "H", "H", "H", "H", "H", "H", "H", "H", "H", "H", "H", "H", "H", "H", "C", "C", "N", "C", "C", "C", "C", "H", "H", "H", "H", "H", "H", "H", "H", "H", "H", "H", "H", "H", "H", "H", "C", "C", "N", "C", "C", "C", "C", "H", "H", "H", "H", "H", "H", "H", "H", "H", "H", "H", "H", "H", "H", "H", "C", "C", "N", "C", "C", "C", "C", "H", "H", "H", "H", "H", "H", "H", "H", "H", "H", "H", "H", "H", "H", "H", "C", "C", "N", "C", "C", "C", "C", "H", "H", "H", "H", "H", "H", "H", "H", "H", "H", "H", "H", "H", "H", "H", "C", "C", "N", "C", "C", "C", "C", "H", "H", "H", "H", "H", "H", "H", "H", "H", "H", "H", "H", "H", "H", "H", "C", "C", "N", "C", "C", "C", "C", "H", "H", "H", "H", "H", "H", "H", "H", "H", "H", "H", "H", "H", "H", "H", "C", "C", "N", "C", "C", "C", "C", "H", "H", "H", "H", "H", "H", "H", "H", "H", "H", "H", "H", "H", "H", "H", "C", "C", "N", "C", "C", "C", "C", "H", "H", "H", "H", "H", "H", "H", "H", "H", "H", "H", "H", "H", "H", "H", "C", "C", "N", "C", "C", "C", "C", "H", "H", "H", "H", "H", "H", "H", "H", "H", "H", "H", "H", "H", "H", "H"],
  "xyz": [[3.968, 4.391, -3.281], [2.888, 3.499, -2.656], [1.494, 3.858, -2.891], [1.138, 5.180, -2.307], [-0.358, 5.273, -1.949], [1.092, 3.842, -4.269], [1.325, 2.430, -4.863], [3.960, 4.448, -4.378], [4.965, 4.017, -3.001], [3.877, 5.400, -2.883], [3.091, 2.471, -2.956], [2.966, 3.503, -1.563], [1.696, 5.425, -1.401], [1.420, 5.938, -3.073], [-1.105, 5.116, -2.716], [-0.583, 4.580, -1.121], [-0.548, 6.257, -1.536], [1.706, 4.615, -4.806], [0.032, 4.104, -4.370], [0.750, 2.360, -5.798], [0.928, 1.622, -4.241], [2.345, 2.160, -5.135], [-1.876, -2.252, -5.702], [-0.807, -2.437, -4.651], [-0.223, -3.784, -4.699], [-1.219, -4.795, -4.420], [-2.108, -4.712, -3.134], [0.851, -3.876, -3.715], [2.107, -3.109, -4.181], [-2.752, -2.865, -5.472], [-1.492, -2.562, -6.675], [-2.205, -1.212, -5.731], [0.014, -1.741, -4.859], [-1.147, -2.228, -3.614], [-1.893, -4.903, -5.275], [-0.692, -5.762, -4.342], [-2.882, -3.943, -3.198], [-2.594, -5.683, -3.038], [-1.519, -4.529, -2.233], [1.138, -4.918, -3.533], [0.538, -3.461, -2.726], [2.449, -3.376, -5.189], [2.972, -3.331, -3.530], [2.014, -2.019, -4.160], [-2.524, 0.646, 3.210], [-3.845, 1.348, 2.893], [-4.767, 1.285, 3.992], [-4.233, 1.810, 5.263], [-3.736, 3.268, 5.238], [-6.000, 1.922, 3.657], [-7.173, 1.575, 4.556], [-1.909, 0.536, 2.311], [-2.734, -0.360, 3.610], [-1.912, 1.188, 3.940], [-3.699, 2.435, 2.659], [-4.278, 0.901, 1.983], [-5.019, 1.700, 6.018], [-3.421, 1.155, 5.601], [-4.509, 4.024, 5.092], [-3.305, 3.429, 6.233], [-2.925, 3.424, 4.516], [-6.278, 1.619, 2.647], [-5.837, 3.021, 3.580], [-7.088, 2.001, 5.572], [-7.302, 0.492, 4.680], [-8.071, 1.985, 4.089], [0.998, 8.769, 2.327], [-0.503, 8.779, 2.207], [-1.135, 7.538, 2.643], [-2.599, 7.729, 2.737], [-3.008, 8.591, 3.912], [-0.848, 6.441, 1.718], [-1.104, 5.084, 2.313], [1.507, 8.160, 1.579], [1.285, 8.399, 3.314], [1.379, 9.787, 2.207], [-0.868, 9.565, 2.867], [-0.826, 9.056, 1.170], [-3.044, 6.754, 2.938], [-2.992, 8.084, 1.745], [-4.097, 8.561, 3.994], [-2.785, 9.651, 3.746], [-2.551, 8.278, 4.849], [-1.423, 6.503, 0.761], [0.204, 6.497, 1.437], [-0.464, 4.905, 3.177], [-2.136, 4.918, 2.643], [-0.866, 4.301, 1.588], [2.938, 0.988, 5.114], [1.453, 1.425, 5.186], [1.121, 1.978, 6.499], [-0.275, 1.984, 6.747], [-0.830, 0.535, 6.993], [1.660, 3.367, 6.635], [1.780, 3.874, 8.094], [3.167, 0.606, 4.120], [3.159, 0.222, 5.850], [3.611, 1.855, 5.284], [1.184, 2.179, 4.403], [0.872, 0.520, 4.965], [-0.440, 2.554, 7.670], [-0.845, 2.505, 5.927], [-0.813, -0.068, 6.086], [-0.329, -0.017, 7.784], [-1.889, 0.601, 7.252], [1.104, 4.114, 6.030], [2.682, 3.347, 6.251], [2.297, 3.198, 8.799], [0.799, 4.149, 8.483], [2.343, 4.812, 8.041], [5.050, -1.493, -0.213], [5.933, -1.489, 1.061], [6.033, -2.795, 1.688], [6.838, -2.633, 2.920], [7.007, -3.918, 3.711], [6.536, -3.855, 0.816], [7.964, -3.669, 0.252], [5.551, -2.021, -1.020], [4.873, -0.465, -0.533], [4.090, -1.984, -0.029], [6.923, -1.013, 0.805], [5.480, -0.812, 1.799], [7.851, -2.286, 2.602], [6.430, -1.846, 3.557], [7.430, -3.713, 4.700], [6.035, -4.381, 3.879], [7.664, -4.651, 3.245], [5.794, -3.993, 0.038], [6.475, -4.751, 1.429], [8.780, -3.690, 0.992], [8.022, -2.750, -0.350], [8.113, -4.509, -0.433], [-5.469, 0.620, -1.018], [-6.825, 0.444, -1.749], [-6.757, -0.124, -3.070], [-8.122, -0.343, -3.574], [-8.867, 0.959, -3.916], [-6.017, -1.372, -3.066], [-5.622, -1.785, -4.465], [-5.073, -0.302, -0.567], [-5.656, 1.311, -0.190], [-4.679, 1.071, -1.634], [-7.470, -0.139, -1.062], [-7.313, 1.412, -1.872], [-8.087, -0.917, -4.507], [-8.696, -0.936, -2.827], [-8.370, 1.538, -4.703], [-9.844, 0.648, -4.298], [-9.069, 1.615, -3.067], [-6.595, -2.168, -2.529], [-5.091, -1.264, -2.492], [-6.419, -2.033, -5.165], [-4.944, -2.647, -4.400], [-5.007, -0.983, -4.889], [-1.877, 1.897, -0.865], [-0.815, 0.880, -1.322], [-0.212, 0.149, -0.218], [0.629, 0.981, 0.627], [1.242, 0.223, 1.781], [0.425, -1.118, -0.674], [1.662, -0.948, -1.566], [-2.266, 2.286, -1.810], [-1.485, 2.737, -0.301], [-2.709, 1.459, -0.301], [-1.254, 0.216, -2.079], [-0.012, 1.431, -1.835], [0.035, 1.812, 1.020], [1.446, 1.475, 0.020], [2.050, -0.452, 1.480], [0.479, -0.371, 2.294], [1.671, 0.950, 2.480], [0.729, -1.695, 0.198], [-0.376, -1.691, -1.156], [2.050, -1.950, -1.752], [1.352, -0.553, -2.538], [2.437, -0.327, -1.121], [-0.534, -4.088, 7.423], [0.488, -3.159, 6.803], [1.061, -3.663, 5.566], [0.051, -4.006, 4.566], [-0.926, -2.881, 4.222], [2.120, -2.796, 5.100], [2.975, -3.348, 3.958], [-1.447, -4.067, 6.826], [-0.823, -3.671, 8.395], [-0.250, -5.127, 7.575], [0.089, -2.114, 6.744], [1.339, -3.101, 7.501], [0.476, -4.350, 3.626], [-0.540, -4.835, 4.955], [-1.637, -3.239, 3.469], [-1.513, -2.505, 5.061], [-0.399, -2.014, 3.786], [2.791, -2.575, 5.939], [1.676, -1.817, 4.796], [3.334, -4.347, 4.216], [3.880, -2.745, 3.841], [2.502, -3.402, 2.977], [-5.513, 4.577, -3.741], [-4.984, 3.170, -3.805], [-4.525, 2.758, -5.121], [-5.665, 2.447, -5.980], [-5.299, 2.254, -7.444], [-3.574, 1.683, -5.020], [-2.162, 2.256, -4.751], [-4.786, 5.291, -4.111], [-5.816, 4.876, -2.741], [-6.407, 4.674, -4.356], [-4.177, 3.190, -3.062], [-5.703, 2.409, -3.428], [-6.137, 1.509, -5.585], [-6.417, 3.237, -5.908], [-4.591, 3.046, -7.728], [-4.852, 1.281, -7.653], [-6.214, 2.338, -8.029], [-3.512, 1.118, -5.952], [-3.986, 1.000, -4.253], [-1.852, 2.889, -5.594], [-1.411, 1.471, -4.635], [-2.119, 2.859, -3.836], [-3.116, -2.211, 0.557], [-4.220, -3.228, 0.205], [-4.734, -3.959, 1.327], [-5.843, -4.795, 0.945], [-5.474, -5.916, -0.008], [-5.062, -3.107, 2.461], [-6.158, -2.045, 2.205], [-2.693, -1.821, -0.380], [-2.302, -2.655, 1.117], [-3.439, -1.337, 1.117], [-5.096, -2.738, -0.292], [-3.729, -3.841, -0.556], [-6.198, -5.298, 1.848], [-6.694, -4.175, 0.572], [-6.214, -6.715, -0.052], [-5.426, -5.501, -1.012], [-4.484, -6.357, 0.190], [-4.150, -2.597, 2.769], [-5.371, -3.744, 3.289], [-7.148, -2.448, 1.992], [-5.902, -1.298, 1.441], [-6.223, -1.499, 3.143], [-0.925, -8.645, -1.364], [-0.430, -7.167, -1.198], [0.833, -7.081, -0.512], [1.201, -5.685, -0.352], [0.395, -4.898, 0.686], [1.900, -7.913, -1.050], [2.247, -7.622, -2.518], [-1.928, -8.561, -1.779], [-1.023, -9.230, -0.443], [-0.355, -9.228, -2.094], [-0.367, -6.666, -2.203], [-1.175, -6.614, -0.640], [1.060, -5.164, -1.328], [2.273, -5.613, -0.093], [0.550, -5.319, 1.685], [-0.684, -4.881, 0.515], [0.746, -3.868, 0.742], [2.761, -7.772, -0.388], [1.629, -8.969, -0.951], [3.156, -8.155, -2.795], [1.462, -7.969, -3.207], [2.447, -6.579, -2.747], [7.312, -2.622, -3.778], [7.320, -1.513, -4.833], [6.063, -1.342, -5.530], [6.235, -0.363, -6.590], [5.164, -0.469, -7.678], [4.954, -1.079, -4.646], [5.012, 0.171, -3.758], [6.742, -2.265, -2.909], [8.333, -2.830, -3.408], [6.849, -3.548, -4.112], [7.744, -0.558, -4.421], [8.012, -1.836, -5.612], [6.333, 0.658, -6.143], [7.184, -0.579, -7.085], [5.409, 0.223, -8.484], [5.205, -1.482, -8.063], [4.146, -0.261, -7.345], [4.879, -1.931, -3.976], [4.042, -1.083, -5.240], [4.194, 0.154, -3.035], [4.885, 1.041, -4.411], [5.961, 0.284, -3.226], [3.415, 3.642, 1.404], [4.220, 2.347, 1.251], [5.634, 2.451, 1.061], [6.354, 3.185, 2.084], [6.225, 2.504, 3.436], [5.979, 2.923, -0.274], [7.314, 2.422, -0.746], [3.636, 4.425, 0.676], [3.623, 4.065, 2.395], [2.334, 3.439, 1.378], [4.011, 1.664, 2.086], [3.879, 1.837, 0.330], [7.425, 3.236, 1.852], [5.982, 4.218, 2.010], [6.510, 1.455, 3.437], [6.881, 3.016, 4.146], [5.219, 2.586, 3.841], [5.957, 4.049, -0.279], [5.251, 2.594, -1.022], [7.314, 1.326, -0.682], [8.145, 2.790, -0.139], [7.499, 2.702, -1.783]],
  "mulliken_charge": [-1.82, 0.21, 1.25, -0.81, -0.89, -0.80, -1.16, 0.33, 0.31, 0.41, -0.07, -0.06, 0.40, 0.34, 0.49, -0.31, 0.47, 0.38, 0.60, 0.54, -0.16, 0.35, -1.34, 0.62, 0.03, -1.32, 0.15, 1.75, -1.78, 0.23, 0.36, 0.19, 0.36, -0.38, 0.39, 0.52, -0.24, 0.71, -0.20, -0.07, -0.79, 0.52, 0.36, -0.13, -0.10, 1.06, 0.43, -0.53, -0.81, -0.12, -1.46, -0.40, 0.09, 0.08, 0.07, -0.99, 0.46, 0.09, 0.39, 0.46, -0.11, 0.04, 0.36, 0.34, 0.21, 0.49, -1.35, -0.25, 0.14, -0.15, -1.39, -0.31, -0.49, 0.27, 0.31, 0.44, 0.34, 0.28, 0.15, 0.31, 0.45, 0.36, 0.32, 0.16, 0.24, 0.24, 0.14, -0.29, -0.94, 0.82, 0.28, -0.43, -1.10, 0.09, -1.45, 0.16, 0.20, 0.27, -0.15, -0.41, 0.43, 0.15, -0.29, 0.45, 0.55, 0.07, 0.25, 0.29, 0.38, 0.46, 0.34, -0.41, 0.45, -0.46, -1.58, -0.91, -1.04, -0.32, -0.16, 0.08, 0.16, -0.12, 0.59, 0.37, 0.44, 0.27, 0.34, 0.39, 0.67, 0.30, 0.12, 0.43, -0.31, -1.48, 1.30, -0.71, -1.19, -0.13, -1.14, -0.26, 0.54, -0.01, 0.46, 0.36, 0.29, 0.40, 0.14, 0.47, 0.33, 0.29, -0.28, 0.48, 0.31, -0.01, 0.20, 0.77, 1.53, 1.04, 0.58, 0.30, 1.58, -0.34, -0.47, -0.69, 0.32, -0.58, -0.51, -0.55, -0.27, -0.24, -0.55, -1.12, 0.07, 0.71, -0.63, -1.25, -1.55, 0.19, 0.15, -1.05, 0.36, 0.28, -1.06, 0.28, 0.45, 0.33, -0.20, 0.63, -0.29, 0.47, 0.29, 0.39, -0.43, 0.55, -0.38, 0.40, 0.26, -0.10, -1.84, 1.27, 0.26, 0.36, -1.54, 0.27, -0.39, 0.40, 0.46, 0.33, -0.38, -0.36, -0.31, 0.44, 0.31, 0.27, 0.48, 0.57, -0.62, 0.47, -0.01, -0.45, 0.32, -0.67, 0.26, -0.32, -1.38, -0.27, -0.73, -0.11, 0.33, -0.77, 0.50, 0.22, 0.46, 0.28, 0.44, 0.26, 0.25, -0.44, 0.73, 0.41, -0.04, 0.27, -1.81, 0.80, 0.07, 0.00, -0.35, -0.74, -0.73, 0.51, 0.35, 0.34, -0.40, 0.15, -0.25, 0.71, 0.34, -0.15, -0.30, 0.47, 0.40, 0.47, 0.17, 0.06, -0.53, -0.49, 0.31, -0.42, -1.34, -1.05, 0.83, -0.46, 0.45, 0.31, 0.32, 0.48, 0.34, 0.48, 0.43, 0.33, 0.21, -0.09, 0.15, -0.75, 0.35, 0.18, -1.88, 1.52, 1.04, -0.54, -0.89, 0.58, -1.35, 0.34, 0.41, 0.24, -0.42, -0.66, 0.43, 0.41, 0.17, 0.49, -0.10, 0.23, -0.67, 0.07, 0.41, 0.44]
}